The following is a quantum chemistry calculation of the molecule C4H7NS, from the OMol25 dataset.

Output
F_max: 3.198 eV/A
Spin multiplicity: 1
Relative energy (zero: lowest compared OMol25 entry of this formula, charge and spin): 437.0 kJ/mol
Gap between HOMO and LUMO (alpha / beta): 7.870 / 7.349 eV
HOMO (alpha / beta): -8.021 / -7.828 eV

```
13
Properties=species:S:1:pos:R:3:forces:R:3
C 0.579165 0.950446 -0.215598 -3.016 0.290 0.063
C 0.987328 2.102576 0.202184 1.492 2.607 -1.100
C 0.766960 -0.452545 -0.284254 -1.656 -1.175 -0.228
C -0.637093 -1.427841 -0.341151 -0.833 1.013 -0.373
N -1.687319 -0.836676 0.466502 0.352 1.032 0.104
S -2.163348 0.654975 -0.175686 1.383 -0.083 0.366
H 0.448987 3.122528 0.092157 0.641 -2.103 0.485
H 2.119893 2.217162 0.297616 -1.322 -0.091 0.277
H 1.434714 -0.736835 -1.078289 0.267 -0.264 -0.292
H 1.133451 -0.715142 0.686418 0.630 -0.629 0.478
H -1.076223 -1.809996 -1.343997 1.101 1.477 1.340
H -0.398942 -2.292231 0.184266 1.025 -1.797 0.750
H -1.507568 -0.776418 1.509836 -0.062 -0.278 -1.870
```
Positions in Å, forces in eV/Å.

Here are the Löwdin charges for atoms 1 to 2, given in e: -0.201 -0.057

The following is a quantum chemistry calculation of a 9-piece molecular cluster, C36H96B3F12N6O12 overall, from the OMol25 dataset.

Output
Total charge: +4
F_max: 3.497 eV/A
Spin multiplicity: 2
Gap between HOMO and LUMO (alpha / beta): 8.865 / 2.949 eV
HOMO (alpha / beta): -16.856 / -16.856 eV

```
165
Properties=species:S:1:pos:R:3:forces:R:3
C 0.672054 -2.187841 -2.217317 0.754 0.989 -1.343
O 1.473417 -2.617074 -3.335715 -0.049 -0.472 0.170
C 1.145433 -3.946270 -3.764980 -0.245 1.045 1.434
C 2.279770 -4.545500 -4.520654 1.141 -1.488 0.175
N 3.499267 -4.970404 -3.565992 -1.139 1.881 0.426
H 3.234229 -5.734818 -2.961400 -0.944 -0.265 0.160
H 4.252190 -5.428201 -4.059575 0.635 0.611 -0.918
C 4.067970 -3.926168 -2.590678 1.332 1.225 -0.064
C 4.613667 -2.652247 -3.295612 0.463 -0.779 -1.148
O 5.770551 -3.098473 -4.055040 -0.999 -1.418 1.153
C 6.029124 -2.471666 -5.281519 0.123 1.493 0.148
H 0.836916 -2.854697 -1.371019 -0.576 -0.084 0.081
H -0.333229 -1.978049 -2.582664 -0.356 -0.859 0.462
H 0.995611 -1.179317 -1.959843 0.530 -0.181 0.228
H 0.195934 -3.918051 -4.299543 0.190 -0.232 -0.617
H 0.928262 -4.533277 -2.872582 0.043 -0.381 0.256
H 2.566005 -3.933059 -5.375686 0.723 0.127 0.463
H 2.045195 -5.529456 -4.926728 -0.504 0.134 -0.117
H 4.876545 -4.447898 -2.078715 0.337 0.034 -0.314
H 3.421554 -3.646022 -1.758947 -0.805 -0.212 -0.591
H 4.809079 -1.780704 -2.670855 0.602 -0.613 0.924
H 3.836530 -2.179652 -3.896283 -0.214 -0.594 -0.785
H 5.192650 -2.572244 -5.973094 -0.201 0.338 -0.034
H 6.922071 -2.797052 -5.815256 -0.003 -0.785 0.597
H 6.274761 -1.452000 -4.984776 -0.385 0.559 -0.815
C 3.850524 -8.474580 3.347682 1.229 0.267 2.179
O 2.643236 -7.910558 2.914976 0.075 1.036 -1.348
C 2.851656 -6.899007 1.907138 -1.470 -1.490 -0.011
C 1.427897 -6.341261 1.703924 -0.385 0.520 0.288
N 0.736768 -5.900354 2.999474 1.560 -0.632 0.413
H -0.133938 -5.450711 2.754965 -0.034 0.975 -0.018
H 0.403843 -6.710328 3.502668 0.284 -0.838 0.148
C 1.585469 -5.129883 4.001229 -0.201 2.916 -0.915
C 2.033144 -3.685886 3.368157 -1.143 -1.424 0.856
O 0.843285 -2.949134 3.115781 -0.440 -3.210 1.300
C 0.872821 -1.975881 2.165971 0.429 2.022 -0.310
H 4.410323 -7.694094 3.863007 0.289 0.331 0.049
H 4.585318 -8.907088 2.668634 -0.761 -0.196 -0.784
H 3.637088 -9.164472 4.164140 -0.232 -0.315 -0.435
H 3.136177 -7.413547 0.989313 -0.171 -0.032 -0.371
H 3.687246 -6.213985 2.050769 -0.278 0.402 0.836
H 0.737825 -7.092248 1.319323 0.405 -0.309 -0.064
H 1.306285 -5.479830 1.047243 0.587 0.028 -0.070
H 2.445006 -5.680516 4.383460 -0.205 -0.355 -0.565
H 0.911928 -4.935839 4.835969 0.099 0.084 0.016
H 2.628070 -3.841930 2.468253 0.011 0.065 -0.164
H 2.627240 -3.140579 4.101497 0.247 -0.262 0.098
H 1.445275 -1.158504 2.604470 0.184 0.501 -0.659
H -0.149640 -1.621763 2.034460 0.007 -0.088 -0.274
H 1.328240 -2.250624 1.214547 0.013 -0.130 -0.121
C -2.582105 5.034018 5.874379 0.274 0.423 1.508
O -2.021170 4.289062 4.824807 0.059 -0.549 0.076
C -2.693051 4.486333 3.603788 -0.464 -0.674 0.080
C -2.107641 3.603369 2.516937 0.438 0.034 -0.334
N -2.028289 2.143595 2.943427 0.620 0.434 -0.322
H -2.890478 1.698586 3.223978 -1.101 0.619 0.768
H -1.907278 1.553683 2.132583 0.058 0.204 -1.334
C -0.853667 1.677791 3.777671 -0.866 -0.130 0.305
C -1.388615 0.810730 4.961290 0.577 1.261 -0.857
O -2.309980 1.567146 5.738799 -0.345 -0.718 -0.550
C -3.125943 0.744963 6.584464 0.272 1.198 0.941
H -2.083278 4.773173 6.807786 0.026 -0.432 -0.161
H -3.657996 4.926301 6.012036 -0.148 -0.295 -0.415
H -2.380545 6.103293 5.810089 0.057 0.262 -0.635
H -2.701539 5.565114 3.448005 0.017 -0.012 -0.826
H -3.720690 4.139302 3.711569 -0.425 0.240 0.210
H -1.136269 3.912719 2.131161 0.369 -0.260 0.646
H -2.684273 3.647707 1.593020 -0.588 -0.156 0.372
H -0.251694 2.527073 4.100865 -0.163 -0.150 0.002
H -0.334574 1.099761 3.013135 0.776 -0.323 0.828
H -0.597753 0.670983 5.698249 0.532 -0.425 -0.127
H -1.797219 -0.142388 4.625572 -0.203 -0.031 0.144
H -3.965281 0.226863 6.120573 -0.034 0.119 -0.734
H -3.480420 1.468075 7.319006 -0.205 -0.414 0.113
H -2.448617 0.011480 7.021890 -0.046 -0.228 0.176
C 0.980890 6.043217 -0.979768 -1.383 0.768 0.275
O 1.318405 4.719006 -0.738954 0.899 -1.397 -0.461
C 2.629419 4.367994 -1.199831 0.204 -1.666 2.214
C 2.916565 2.851301 -0.778791 -1.680 0.531 0.227
N 2.502892 2.575979 0.725950 1.659 1.322 -1.437
H 1.523355 2.811009 0.799259 -0.352 0.125 0.015
H 2.584561 1.594842 0.951343 0.186 -1.029 -0.322
C 3.348379 3.363019 1.704806 -1.559 -0.797 0.427
C 3.529334 2.538190 3.031826 -0.290 -0.378 -0.761
O 2.353203 1.730441 3.319258 -0.653 0.883 -1.074
C 2.465221 0.689191 4.283171 1.730 0.702 -0.478
H 0.767390 6.215839 -2.034630 0.174 0.168 -0.135
H 1.626194 6.831709 -0.592528 0.672 -0.326 -0.058
H 0.059357 6.161517 -0.409776 -0.284 0.299 -0.220
H 3.287164 4.994474 -0.597354 0.544 0.158 -0.457
H 2.810790 4.501276 -2.266337 -0.189 0.000 -0.047
H 3.926592 2.517604 -1.016693 0.122 0.238 0.691
H 2.274757 2.142200 -1.301617 -0.138 0.277 -0.262
H 2.769615 4.273694 1.859100 0.572 0.269 0.030
H 4.290890 3.484544 1.170945 0.086 0.368 0.610
H 3.706227 3.190186 3.887223 0.296 0.067 -0.149
H 4.401193 1.940881 2.765011 0.018 -0.549 0.721
H 1.500591 0.268416 4.566972 -0.100 0.381 -0.158
H 3.006107 1.111006 5.130287 -0.207 -0.361 0.455
H 3.079458 -0.095403 3.841329 0.040 -0.295 0.170
C -2.800218 -2.847479 -3.424862 0.720 -0.409 0.574
O -3.436726 -2.914182 -2.155441 -1.250 0.692 0.937
C -2.677182 -2.479464 -0.995811 0.240 0.063 -1.795
C -3.545821 -2.132282 0.214609 -1.064 0.499 -0.717
N -4.726557 -1.195158 -0.197990 1.522 0.689 -1.306
H -5.363659 -1.733543 -0.767502 -0.240 -0.124 -0.654
H -5.256742 -0.895380 0.607688 -0.316 0.119 0.973
C -4.366416 0.184456 -0.945049 -0.082 -1.668 0.471
C -5.584753 0.898806 -1.493015 -1.712 0.057 -0.054
O -6.442847 0.110653 -2.337860 2.670 -1.435 1.744
C -6.996355 0.759947 -3.406615 -1.522 0.779 -1.252
H -3.435940 -3.046292 -4.287668 -0.725 0.121 0.618
H -2.072180 -3.658333 -3.448691 0.517 0.119 -0.151
H -2.327145 -1.877705 -3.579264 0.183 0.117 0.003
H -2.073639 -1.618674 -1.283690 -0.026 0.311 0.060
H -1.955833 -3.278606 -0.825129 0.018 -0.086 0.800
H -3.032119 -1.599314 1.014697 0.317 -0.051 -0.387
H -3.980099 -3.032466 0.649554 -0.344 0.124 -0.141
H -3.643173 -0.008849 -1.737304 -0.116 -0.452 0.118
H -3.871142 0.755328 -0.159624 -0.148 0.117 -0.100
H -5.262621 1.807855 -2.000914 0.405 -0.024 -0.339
H -6.223857 1.288859 -0.700865 0.077 -0.127 0.474
H -7.784244 1.405474 -3.018522 0.057 0.624 -0.405
H -7.505237 0.071365 -4.081145 0.064 -0.454 0.380
H -6.288808 1.259323 -4.068505 0.292 0.446 0.297
C -2.059241 6.742330 -3.500811 1.079 0.234 -0.399
O -2.745090 5.586101 -3.979325 0.421 1.102 -0.675
C -3.150066 4.714411 -3.007505 1.275 -0.876 1.074
C -1.975951 3.907750 -2.229369 -2.539 -1.848 -0.201
N -1.269449 2.877462 -3.112263 -0.212 1.612 -1.417
H -0.844731 2.111683 -2.608984 1.123 0.007 0.952
H -1.844570 2.333680 -3.739664 -1.418 0.240 -0.009
C -0.332052 3.606665 -4.039085 1.006 -0.844 1.495
C 0.586243 2.586843 -4.698551 0.129 1.416 0.241
O 1.119242 1.757010 -3.700441 -0.486 0.962 0.887
C 1.746243 0.615917 -4.196442 -0.522 -1.063 -1.162
H -2.544618 7.379591 -2.761612 -0.578 -0.548 0.234
H -1.803484 7.426766 -4.309660 -0.476 -0.381 -0.426
H -1.079122 6.436803 -3.134599 0.054 -0.063 0.428
H -3.769657 3.968629 -3.505524 -0.124 -0.062 0.109
H -3.735067 5.254048 -2.262746 -0.108 -0.263 0.398
H -2.455170 3.169971 -1.585837 -0.843 0.446 0.437
H -1.354026 4.424006 -1.498080 0.772 0.163 -0.954
H 0.147823 4.170950 -3.239451 0.790 0.717 -0.888
H -0.902826 4.200967 -4.752611 0.071 0.050 0.278
H 1.399965 3.142885 -5.164155 0.011 0.008 -0.406
H -0.020659 2.137985 -5.484874 0.230 -0.907 -0.094
H 0.927726 0.028471 -4.612442 0.139 -0.704 -0.170
H 2.259336 0.026166 -3.436814 -0.011 0.524 0.173
H 2.401829 0.837895 -5.038492 0.364 0.147 0.142
B -0.540175 0.890563 0.030757 1.222 0.141 0.124
F 0.716654 0.446342 0.361681 0.629 -0.137 0.188
F -1.465549 0.234537 0.781808 -1.579 -0.827 1.571
F -0.639084 2.256599 0.286966 -0.081 1.191 0.338
F -0.806781 0.656090 -1.278516 -0.454 -0.165 -2.240
B -5.085718 0.734695 2.701392 -1.520 0.135 1.650
F -5.116567 2.099982 2.574305 -0.142 1.267 -0.904
F -5.078584 0.533969 4.099901 -0.208 -0.691 0.148
F -6.053379 0.033034 1.976016 -0.268 0.219 0.179
F -3.887441 0.286462 2.242358 2.740 -0.961 -1.046
B 4.376238 -0.179624 -0.173085 1.222 0.235 -0.245
F 5.076951 -1.339118 -0.087671 0.261 -1.788 -0.417
F 3.344574 -0.195869 0.728101 -2.213 -0.168 0.990
F 5.200912 0.829496 0.237705 0.916 1.915 0.250
F 3.941810 0.085395 -1.481320 -0.616 -0.175 -0.474
```
Positions in Å, forces in eV/Å.

Here are the Löwdin charges for atoms 1 to 2, given in e: -0.058 -0.212

The following is a quantum chemistry calculation of a 3-piece molecular cluster, C7H9ClN2O2 overall, from the OMol25 dataset.

Output
Structure (SMILES): N=C=C/C=C\C=C\N.O=C=O.Cl
F_max: 5.334 eV/A
Spin multiplicity: 1
Relative energy (zero: lowest compared OMol25 entry of this formula, charge and spin): 285.1 kJ/mol
Gap between HOMO and LUMO: 7.974 eV
HOMO: -7.496 eV

```
21
Properties=species:S:1:pos:R:3:forces:R:3
N -1.781590 -0.233917 -1.744799 -0.027 1.362 -0.041
C -1.707876 -1.058766 -0.869123 -0.996 0.756 -2.339
C -1.959233 -1.743457 0.177552 -3.294 -1.608 0.482
C -1.027934 -1.978434 1.149946 1.606 -1.956 4.695
C 0.213277 -1.494504 1.275141 -0.188 -0.058 0.125
C 0.796791 -0.478894 0.357326 1.495 0.230 0.966
C 2.119880 -0.525548 0.039080 0.473 -1.232 -0.851
N 2.757890 0.576462 -0.528845 -0.265 0.474 -0.537
H -1.571117 -0.123383 -2.710332 0.449 -1.242 -0.752
H -2.965330 -2.232892 0.391194 1.225 1.008 -1.048
H -1.410180 -2.643200 2.017380 0.823 0.985 -1.557
H 0.732137 -1.916163 2.164396 0.167 0.739 -0.890
H 0.394798 0.560654 0.211587 -0.305 -1.460 0.208
H 2.756970 -1.558176 0.117975 -1.470 2.916 0.025
H 3.647616 0.462748 -0.976134 0.079 -0.293 0.031
H 2.238970 1.404035 -0.919582 0.459 -1.630 0.997
O 0.963992 2.797132 0.394839 0.934 0.122 -0.324
C 0.020611 3.033882 1.011719 -0.414 -0.092 -0.074
O -0.936482 3.239858 1.614346 -0.485 0.252 0.577
Cl -1.638221 2.627495 -1.575157 0.086 0.569 -0.149
H -1.644968 1.285066 -1.598508 -0.354 0.159 0.455
```
Positions in Å, forces in eV/Å.

Here are the Löwdin charges for atoms 1 to 2, given in e: 0.121 -0.135

The following is a quantum chemistry calculation of the molecule C2HNOS, from the OMol25 dataset.

Output
Structure (SMILES): N#CC(=O)S
F_max: 3.353 eV/A
Spin multiplicity: 1
Relative energy (zero: lowest compared OMol25 entry of this formula, charge and spin): 91.3 kJ/mol
Gap between HOMO and LUMO: 10.280 eV
HOMO: -11.020 eV

```
6
Properties=species:S:1:pos:R:3:forces:R:3
N 2.280187 -0.917375 -0.029596 -1.036 0.796 -0.232
C 1.300234 -0.314405 -0.162963 0.418 -1.191 -0.119
C -0.011201 0.399714 -0.191521 0.636 -0.573 0.803
O 0.034821 1.582764 -0.088585 -0.869 0.363 -0.146
S -1.443617 -0.726074 -0.139110 2.415 -1.385 -1.868
H -2.160423 -0.024626 0.611776 -1.565 1.991 1.561
```
Positions in Å, forces in eV/Å.

Here are the Löwdin charges for atoms 1 to 2, given in e: 0.175 -0.190